Entry 1
# C16H32NO6

A 2-piece molecular cluster, C16H32NO6 overall (the ωB97M-V functional and the def2-TZVPD basis, the Open Molecules 2025 dataset).

```
55
Properties=species:S:1:pos:R:3
C -2.079 -0.438 3.194
C -1.936 -1.953 3.375
C -3.022 -2.867 2.751
C -2.478 -3.988 1.850
C -1.409 -3.595 0.807
C -1.700 -2.324 0.060
O -0.979 -1.345 0.061
O -2.852 -2.366 -0.639
C -4.289 -2.165 2.199
O -5.337 -2.481 3.135
C -4.700 -2.899 4.263
O -5.032 -2.674 5.382
O -3.615 -3.620 3.875
H -1.851 -0.130 2.172
H -3.065 -0.077 3.491
H -1.359 0.060 3.850
H -1.933 -2.167 4.447
H -0.958 -2.265 3.003
H -2.016 -4.706 2.533
H -3.319 -4.506 1.383
H -1.358 -4.400 0.067
H -0.435 -3.480 1.278
H -3.080 -1.456 -0.893
H -4.217 -1.079 2.158
H -4.622 -2.522 1.225
C 3.398 4.054 -1.220
C 2.950 3.133 -2.335
N 3.226 1.662 -2.104
C 4.706 1.483 -1.928
C 2.875 0.883 -3.355
C 1.419 0.859 -3.789
C 2.588 1.092 -0.851
C 1.100 1.258 -0.628
O 0.760 2.622 -0.534
C -0.633 2.874 -0.705
H 4.482 4.097 -1.124
H 3.059 5.060 -1.462
H 2.960 3.791 -0.260
H 3.476 3.378 -3.260
H 1.888 3.239 -2.514
H 5.213 1.933 -2.776
H 4.922 0.419 -1.880
H 5.020 1.958 -1.005
H 3.232 -0.132 -3.186
H 3.488 1.327 -4.138
H 0.849 0.094 -3.269
H 1.391 0.601 -4.847
H 0.915 1.817 -3.677
H 3.121 1.548 -0.019
H 2.826 0.028 -0.867
H 0.885 0.759 0.324
H 0.504 0.748 -1.383
H -1.227 1.985 -0.489
H -0.834 3.204 -1.728
H -0.920 3.665 -0.016
```

The net charge is +1. The calculation puts the HOMO energy at -0.4509 hartree. The value obtained for the HOMO-LUMO gap is 9.86 eV. As for the multiplicity: 1.

Entry 2
# C16H32NO6

A 4-piece molecular cluster, C16H32NO6 overall (the ωB97M-V functional and the def2-TZVPD basis, the Open Molecules 2025 dataset).

```
55
Properties=species:S:1:pos:R:3
C -3.229 2.742 1.632
C -2.235 1.563 1.868
N -1.882 1.190 3.153
C -1.016 0.128 3.389
C -0.405 -0.620 2.314
C -0.735 -0.219 0.931
C -0.132 -0.883 -0.351
O 0.967 -0.518 -0.665
O -0.793 -1.790 -1.133
C -1.690 0.890 0.686
O -2.015 1.247 -0.610
H -3.067 3.195 0.613
H -4.286 2.396 1.770
H -3.026 3.584 2.360
H -2.273 1.717 3.938
H -0.810 -0.124 4.459
H 0.304 -1.471 2.471
H -1.147 -2.544 -0.604
H -2.853 0.792 -0.832
C -0.175 -6.886 -1.199
C -0.133 -5.379 -1.393
C 1.291 -4.885 -1.586
O -0.710 -4.734 -0.249
H 0.389 -7.179 -0.308
H -1.202 -7.225 -1.050
H 0.243 -7.406 -2.062
H -0.738 -5.104 -2.259
H 1.905 -5.110 -0.709
H 1.307 -3.800 -1.713
H 1.754 -5.344 -2.461
H -0.182 -4.971 0.523
C -2.008 7.525 3.868
C -2.205 6.439 2.824
C -2.363 7.032 1.432
O -3.366 5.668 3.149
H -2.874 8.193 3.903
H -1.906 7.087 4.863
H -1.118 8.120 3.656
H -1.350 5.757 2.837
H -3.241 7.683 1.385
H -2.514 6.241 0.693
H -1.484 7.612 1.148
H -4.128 6.261 3.141
C 4.980 -1.656 -2.543
C 4.762 -2.769 -3.556
C 4.604 -2.213 -4.963
O 3.595 -3.512 -3.203
H 4.123 -0.975 -2.523
H 5.081 -2.068 -1.537
H 5.877 -1.079 -2.777
H 5.606 -3.461 -3.528
H 3.734 -1.551 -5.024
H 4.438 -3.022 -5.678
H 5.490 -1.654 -5.269
H 2.842 -2.909 -3.225
```

The net charge is +1. The calculation puts the HOMO energy at -0.4306 hartree. The value obtained for the HOMO-LUMO gap is 7.08 eV. As for the multiplicity: 1.

In terms of stability, entry 1 leads; the second structure lies 23.5 kcal/mol higher.

Entry 1
# C7H6

A 2-piece molecular cluster, C7H6 overall (the ωB97M-V functional and the def2-TZVPD basis, the Open Molecules 2025 dataset).

```
13
Properties=species:S:1:pos:R:3
C 0.749 -1.019 -2.897
C 1.475 -0.228 -2.320
C 2.269 0.565 -1.535
C 2.857 1.209 -0.685
H 0.128 -1.680 -3.312
H 3.600 1.631 -0.167
C -0.015 -0.340 0.941
C -1.090 -0.236 1.428
C -2.409 0.071 1.956
H 0.847 -0.458 0.494
H -3.199 0.089 1.142
H -2.689 -0.771 2.753
H -2.523 1.167 2.202
```

As for the SMILES: C#CC#C.C#CC. The net charge is 0. The calculation puts the HOMO energy at -0.3566 hartree. The value obtained for the HOMO-LUMO gap is 10.42 eV. As for the multiplicity: 1.

Entry 2
# C7H6

C7H6 as an isolated structure (the ωB97M-V functional and the def2-TZVPD basis, the Open Molecules 2025 dataset).

```
13
Properties=species:S:1:pos:R:3
C 0.744 1.388 -1.457
C -0.126 -0.898 1.587
C -0.028 1.547 -0.229
C -0.629 -1.641 0.312
C 0.200 0.194 -0.495
C 0.796 -0.901 0.474
C -0.721 -0.877 -0.855
H 0.104 1.384 -2.369
H 1.786 1.642 -1.613
H -0.656 0.044 1.760
H 0.079 -1.465 2.428
H -0.836 2.274 -0.019
H -0.714 -2.692 0.474
```

The net charge is 0. The calculation puts the HOMO energy (spin up / spin down) at -0.3034 / -0.3227 hartree. The value obtained for the HOMO-LUMO gap (spin up / spin down) is 6.84 / 8.14 eV. As for the multiplicity: 1.

In terms of stability, entry 1 leads; the second structure lies 76.0 kcal/mol higher.

Entry 1
# C7H6

C7H6 as an isolated structure (the ωB97M-V functional and the def2-TZVPD basis, the Open Molecules 2025 dataset).

```
13
Properties=species:S:1:pos:R:3
C -2.514 -0.294 -0.013
C -1.758 0.857 -0.095
C -1.652 -1.368 0.045
C -0.516 -2.015 0.194
C -0.355 0.714 -0.044
C 0.190 -0.548 0.085
C 1.589 -0.920 -0.068
H -3.667 -0.354 -0.284
H -2.238 1.831 -0.202
H 0.190 1.491 -0.347
H 1.841 -1.270 -1.022
H 2.049 -1.672 0.581
H 2.235 0.093 -0.090
```

The net charge is 0. The calculation puts the HOMO energy at -0.3368 hartree. The value obtained for the HOMO-LUMO gap is 9.55 eV. As for the multiplicity: 1.

Entry 2
# C7H6

C7H6 as an isolated structure (the ωB97M-V functional and the def2-TZVPD basis, the Open Molecules 2025 dataset).

```
13
Properties=species:S:1:pos:R:3
C 2.674 -0.120 0.133
C 3.178 0.933 -0.420
C 1.253 0.899 -0.311
C -2.923 -0.339 0.450
C 1.680 -1.157 0.433
C -2.151 -0.145 -0.552
C 0.662 -0.395 -0.053
H 1.172 1.708 0.439
H 1.354 1.443 -1.245
H -2.604 -0.721 1.367
H -4.064 -0.204 0.329
H 1.727 -2.068 1.067
H -1.956 0.165 -1.636
```

The net charge is 0. The calculation puts the HOMO energy (spin up / spin down) at -0.3334 / -0.3172 hartree. The value obtained for the HOMO-LUMO gap (spin up / spin down) is 9.08 / 7.60 eV. As for the multiplicity: 1.

In terms of stability, entry 1 leads; the second structure lies 142.0 kcal/mol higher.